Density functional theory data (wB97M-V/def2-TZVPD) for a 9-piece molecular cluster, C39H90NO13 overall in a non-equilibrium geometry.

Its frontier orbital gap is 7.60 eV. As for the HOMO energy: -11.28 eV. For the molar mass, the calculation gives 781.1 g mol⁻¹. Its charge is +1. Its total energy is -70000.58783 eV.

Last column: Löwdin charge in e.
Cartesian coordinates (Å):
H: -3.7090 6.5635 -6.0641  0.0821
H: 5.7933 -4.8376 -1.8910  0.0853
C: 2.8514 -4.5011 7.6472  -0.0641
H: 3.9239 -7.1971 -0.9959  0.0858
H: -5.0462 5.7481 -2.6474  0.0647
H: -1.3111 2.1126 -5.9859  0.0790
H: 1.0448 -4.6317 -5.7204  0.0719
O: 2.1108 0.1242 -0.6989  -0.0832
H: 3.2669 -3.8687 8.4373  0.0844
H: 1.6146 4.3790 -7.1105  0.0743
H: 0.8235 -0.9724 -6.4218  0.0655
H: 4.1489 -0.1784 4.0660  0.1396
O: -5.0643 3.8927 0.1574  -0.0664
C: -2.8829 7.9034 -3.7796  -0.0628
C: 1.3416 -2.6726 1.0265  -0.0971
C: -2.1645 2.3662 2.1978  -0.1881
C: 2.0274 -0.5455 4.8450  -0.2186
C: 0.7729 -1.1804 4.5310  0.1046
C: -2.3261 -2.4069 9.4618  -0.0535
H: 4.2156 -4.3108 -0.0077  0.1274
C: -5.4712 5.0717 -1.9031  -0.0553
C: 0.6172 3.3715 7.3679  -0.1038
C: -0.7227 0.1258 -5.3694  -0.4856
H: -0.0550 -0.9462 0.5027  0.1037
C: 3.9455 -5.0432 -0.7738  -0.5027
H: -5.7885 4.1534 -2.4068  0.0853
H: 2.2480 -5.9289 -9.0578  0.0814
H: 1.7126 0.3268 0.1654  0.0703
C: 0.4988 -0.7795 -5.3985  -0.0675
H: 1.3308 -0.3284 -4.8468  0.0800
H: 5.2916 -6.5808 -0.0474  0.0848
H: -2.7309 4.7578 -2.1057  0.0705
O: 0.8157 -4.8548 8.8845  -0.0664
H: 2.3914 -4.3194 -9.7901  0.0814
H: -0.2024 3.3516 -9.1664  0.0917
H: -4.1946 5.6832 -0.2847  0.1413
H: -1.4870 3.2013 2.4965  0.1257
H: -3.4337 -0.7485 3.0401  0.1558
C: -2.3109 -0.7742 3.0822  -0.1993
H: -3.7896 8.4789 -3.5804  0.0842
H: -0.4256 -2.5411 8.4689  0.1219
C: 1.4765 -1.1127 -1.1112  -0.2278
H: 2.3321 -3.8379 6.9502  0.0650
H: 2.2595 -1.8435 -1.4636  0.1198
H: -3.3240 -1.9903 9.2933  0.0833
C: 0.5524 -1.7427 -0.0142  -0.1453
H: 3.6473 -1.4508 1.8510  0.1284
C: 3.1426 -0.6249 3.8791  0.1035
H: 1.4381 -6.1173 -6.6084  0.0805
C: 4.2296 -6.4462 -0.2617  -0.0581
H: -0.3230 5.5877 -10.1141  0.0816
H: -2.1061 8.2219 -3.0810  0.0825
H: -0.1340 1.3452 -7.0644  0.0753
C: 1.5323 -1.9448 2.4070  -0.1178
H: 0.3447 3.3113 8.4601  0.0783
H: 0.7114 -3.5856 1.1990  0.1183
O: -1.2216 7.3350 -5.4186  -0.0622
H: -2.0646 -3.9015 7.1403  0.0892
C: 2.4858 -4.8817 -8.8590  -0.0629
C: -2.4192 8.0836 -5.2152  -0.4909
O: 1.8968 -2.9300 -7.5774  -0.0662
H: -0.1154 4.0961 6.9122  0.0731
H: -2.4242 -3.4748 9.6669  0.0848
C: 1.8884 -5.5274 8.2256  -0.4978
H: -2.9622 -2.4185 6.7566  0.0886
C: -0.7543 5.8684 -9.1484  -0.0598
C: -2.5314 1.5482 3.5261  -0.1571
H: 3.5339 -4.8140 -8.5517  0.0815
C: -0.7919 -2.5316 3.1175  -0.1331
H: -4.4081 8.1959 -6.0750  0.0813
H: -3.1349 7.7483 -7.2269  0.0760
C: -4.4673 4.7631 -0.8061  -0.4923
O: -1.1301 0.3347 -4.0123  -0.0745
C: 1.7675 1.5335 5.8479  -0.1510
H: -0.7244 5.2225 -7.0996  0.1168
H: -3.1488 2.7265 1.7829  0.1142
H: 2.8111 -2.8857 -7.2716  0.0904
C: 1.6992 -5.0645 -6.4808  -0.0671
H: -3.0859 6.8478 -3.5720  0.0550
H: 0.3692 1.9915 -5.4904  0.0828
H: -3.6263 1.3332 3.6332  0.1275
H: -1.9605 -0.7798 2.0053  0.1248
H: 1.6497 3.8081 7.3071  0.0704
H: -2.1777 9.1327 -5.3984  0.1408
H: 3.4058 -6.9938 8.7286  0.0822
O: -1.3049 -0.7501 8.0398  -0.0656
H: -1.3248 -2.6226 6.1580  0.0411
H: 1.5982 1.6712 4.7450  0.1306
H: 0.5354 -4.3381 -8.1365  0.1403
H: 3.6757 -4.9862 7.1197  0.0806
O: -1.4678 1.5885 1.2115  -0.0937
H: -1.4169 6.4037 -5.2573  0.0739
C: 4.7168 -4.7535 -2.0518  -0.0558
O: -1.7278 0.3723 3.6917  -0.1324
H: -0.4013 0.7661 -3.5495  0.0726
H: 2.9964 -5.8839 10.0522  0.0841
C: 2.8577 -1.3402 2.6274  0.0495
C: 0.5151 1.9267 6.7190  -0.1967
H: -3.4663 3.1597 -1.8649  0.0854
C: -0.2476 4.9546 -8.0444  -0.4937
C: -3.4847 7.6264 -6.1995  -0.0586
C: -1.4268 -2.1586 8.2620  -0.4878
H: 3.6615 -6.6443 0.6500  0.0798
N: 0.5290 -1.8728 3.3519  0.0492
O: 2.1606 0.1314 6.0451  -0.0738
H: 2.2945 -5.5422 -1.6956  0.0934
H: -1.9237 -1.9159 10.3503  0.0827
H: 1.4507 -6.1171 7.4169  0.1373
H: 0.4010 1.1958 7.5606  0.1026
H: 2.7212 -5.0027 -6.0936  0.0769
C: 1.5709 -4.3028 -7.7912  -0.4944
H: -0.1959 -2.3991 -0.5465  0.1277
H: -2.5072 3.8785 -0.5806  0.0674
H: -0.6932 -3.5711 3.5494  0.1725
H: -0.4105 1.9174 6.0878  0.0916
H: -2.1862 -0.4016 7.8557  0.0903
C: 2.5895 -6.4506 9.2094  -0.0607
H: 0.8772 -0.8505 -2.0340  0.1102
H: -5.3105 3.0753 -0.2929  0.0857
H: -0.5029 6.9112 -8.9440  0.0823
C: -0.4315 1.4674 -6.0229  -0.0688
O: -1.8430 -1.9108 3.8168  -0.0734
H: -1.0333 -2.6637 2.0360  0.1372
H: -2.2623 2.2329 4.3835  0.1223
H: -2.1358 1.0488 0.7527  0.0874
C: 1.2631 5.0478 -7.8997  -0.0559
O: -0.6153 3.6061 -8.3321  -0.0676
O: 2.5442 -4.8997 -1.0199  -0.0755
H: 2.3266 -2.8977 0.5548  0.0959
H: 2.6241 2.1917 6.1631  0.1268
H: -6.3702 5.5310 -1.4870  0.0841
H: 4.4274 -5.4476 -2.8461  0.0838
H: 1.5745 6.0663 -7.6589  0.0833
H: 4.4954 -3.7468 -2.4141  0.0764
H: -1.8387 5.7835 -9.2486  0.0785
H: -0.0546 -1.1082 5.2724  0.1466
H: 1.7619 4.7389 -8.8234  0.0825
H: 0.2798 -1.7356 -4.9162  0.0737
C: -3.2198 4.1081 -1.3768  -0.0546
C: -1.9766 -2.8209 7.0105  -0.0499
H: 1.8851 -7.1742 9.6242  0.0825
H: -1.5532 -0.3617 -5.8845  0.1404
H: 1.1906 -4.3297 9.6028  0.0898